C7HBrF7O4P | ωB97M-V/def2-TZVPD

Each line ends with the Mulliken charge.
Geometry (Å):
O: 2.0131 1.8240 2.0834  -0.49
C: 1.0912 1.8798 1.3132  0.28
O: 0.9314 2.8214 0.2870  -0.28
C: 0.7004 2.0130 -0.8243  -0.11
O: 1.0934 2.2584 -1.9215  -0.47
C: -0.0772 0.8148 -0.2904  -0.04
C: -0.8307 -0.1161 -1.1757  0.98
F: -1.3257 0.5988 -2.1981  -0.32
F: -1.8456 -0.7213 -0.5612  -0.27
C: 0.0439 -1.2135 -1.8344  0.56
F: 1.0155 -0.6499 -2.5398  -0.27
F: -0.7560 -1.8566 -2.6920  -0.29
C: 0.6453 -2.2922 -0.8677  0.65
F: 1.9312 -2.4654 -1.1535  -0.25
F: 0.5252 -1.9459 0.4090  -0.22
F: 0.0282 -3.4570 -1.0382  -0.25
C: -0.0215 0.8905 1.0396  0.90
P: -1.0652 -0.0428 2.2285  0.23
O: -0.5967 0.6486 3.6248  -0.48
Br: -2.9843 1.0723 1.8474  -0.22
H: -0.5158 -0.0610 4.2638  0.37

Properties
SMILES: O=C1OC(=O)C(C(F)(F)C(F)(F)C(F)(F)F)=C1P(O)Br
Kohn-Sham gap in eV: 8.5
E in Eh: -4182.77757
Molecular weight in g mol⁻¹: 392.9
LUMO level in eV: -1.700
HOMO in eV: -10.16